No. 1
Density functional theory data (ωB97M-V/def2-TZVPD) for a cluster of 8 separate species, C42H69N2O16S2 in total at a distorted geometry.

Atoms and positions in Å:
C -6.355 -0.759 -2.779
C -5.761 0.724 -2.877
C -4.221 0.779 -3.347
C -3.682 2.305 -3.515
N -2.383 2.298 -4.246
C -1.237 1.766 -3.453
C -0.289 2.857 -2.766
C -0.996 3.660 -1.535
C 0.035 3.780 -0.279
C -0.779 3.906 1.127
N -1.753 5.013 0.947
C -1.452 2.468 1.365
O -0.884 1.410 0.886
O -2.647 2.355 2.045
C -2.096 3.557 -4.926
S -1.308 3.456 -6.425
S -2.466 5.260 -4.304
C -4.260 5.690 -4.498
C -4.668 6.529 -3.161
C -4.029 8.023 -3.233
H -5.672 -1.500 -2.224
H -6.593 -1.230 -3.805
H -7.359 -0.775 -2.207
H -6.439 1.312 -3.606
H -5.810 1.274 -1.865
H -3.631 0.206 -2.551
H -4.087 0.234 -4.353
H -4.450 2.800 -4.227
H -3.686 2.890 -2.536
H -0.578 1.167 -4.185
H -1.532 1.019 -2.634
H 0.568 2.264 -2.261
H 0.241 3.563 -3.504
H -1.934 3.078 -1.260
H -1.232 4.752 -1.813
H 0.560 4.806 -0.399
H 0.796 2.937 -0.248
H -0.020 4.093 1.972
H -1.337 5.939 1.109
H -2.593 4.888 1.540
H -4.968 4.802 -4.566
H -4.450 6.426 -5.368
H -5.802 6.631 -3.096
H -4.331 5.989 -2.204
H -4.389 8.472 -4.228
H -4.446 8.643 -2.358
H -2.885 7.985 -3.166
O -2.597 -1.328 -3.882
C -1.706 -1.830 -3.239
O -0.571 -1.181 -2.877
C 0.313 -2.097 -2.218
C -0.573 -3.212 -1.716
C -1.664 -3.258 -2.763
H 1.054 -2.449 -2.943
H 0.829 -1.590 -1.405
H -0.045 -4.158 -1.590
H -1.005 -2.935 -0.749
H -1.398 -3.905 -3.601
H -2.621 -3.557 -2.333
O 2.574 -1.040 -0.869
C 2.793 -0.523 0.200
O 3.031 -1.217 1.344
C 3.140 -0.301 2.441
C 3.496 1.026 1.817
C 2.796 0.954 0.477
H 2.179 -0.268 2.965
H 3.906 -0.646 3.132
H 3.196 1.882 2.424
H 4.578 1.085 1.662
H 1.762 1.307 0.537
H 3.344 1.496 -0.294
O 3.146 -3.077 7.876
C 2.409 -3.233 6.933
O 1.070 -3.004 6.970
C 0.486 -3.393 5.720
C 1.622 -3.362 4.725
C 2.812 -3.745 5.578
H 0.057 -4.393 5.831
H -0.310 -2.695 5.454
H 1.464 -4.021 3.870
H 1.755 -2.344 4.345
H 2.944 -4.829 5.631
H 3.726 -3.261 5.231
O -0.129 -5.343 -4.417
C 0.478 -4.982 -5.391
O 1.090 -3.773 -5.499
C 1.621 -3.623 -6.820
C 1.777 -5.031 -7.347
C 0.636 -5.761 -6.669
H 0.918 -3.032 -7.413
H 2.576 -3.096 -6.774
H 1.749 -5.089 -8.436
H 2.731 -5.450 -7.011
H -0.291 -5.692 -7.244
H 0.887 -6.801 -6.466
O -8.919 1.540 -1.452
C -8.612 1.345 -0.300
O -8.457 0.111 0.253
C -8.202 0.248 1.656
C -7.669 1.651 1.829
C -8.394 2.412 0.738
H -9.140 0.089 2.198
H -7.479 -0.506 1.973
H -7.834 2.054 2.829
H -6.592 1.666 1.633
H -9.364 2.784 1.076
H -7.785 3.225 0.343
O 5.408 -2.663 3.546
C 6.221 -1.905 3.091
O 5.922 -0.666 2.613
C 7.099 -0.079 2.047
C 8.256 -0.805 2.694
C 7.688 -2.190 2.919
H 7.073 -0.221 0.962
H 7.116 0.991 2.263
H 9.163 -0.796 2.087
H 8.490 -0.343 3.659
H 7.826 -2.834 2.048
H 8.104 -2.654 3.812
O 6.156 -1.179 5.609
C 6.616 -1.999 6.361
O 7.240 -3.140 5.958
C 7.562 -3.936 7.104
C 7.590 -2.969 8.265
C 6.548 -1.946 7.863
H 6.792 -4.704 7.222
H 8.527 -4.423 6.954
H 7.390 -3.445 9.226
H 8.572 -2.489 8.324
H 5.545 -2.238 8.184
H 6.797 -0.952 8.232

Atomic forces in eV per Å
-0.493 -0.472 0.339
0.152 0.348 -0.276
-0.564 0.273 0.157
-1.596 -0.722 -0.495
-0.522 2.555 0.962
2.370 -0.485 -0.154
0.347 -0.114 1.184
1.212 0.068 -0.099
-0.815 1.109 0.253
0.834 -0.914 -1.268
-0.206 -0.360 0.757
-3.720 -2.996 1.503
-0.396 3.115 0.969
4.700 1.690 -2.527
0.258 -1.911 -1.877
-0.787 0.316 2.189
-0.569 -0.632 -0.242
-1.523 0.955 1.074
0.488 0.396 -0.110
-0.723 -0.821 0.253
-0.774 1.260 -0.842
0.612 0.919 1.422
1.574 0.256 -0.868
1.093 -0.789 1.107
-0.131 -0.968 -1.369
-0.742 0.985 -1.261
-0.209 0.997 1.685
1.192 -0.672 1.146
0.127 -0.788 -1.116
-1.015 0.842 1.108
-0.104 1.351 -1.411
-1.332 0.681 -0.988
-1.028 -1.005 0.869
1.216 0.961 -0.063
-0.039 -2.001 0.297
-0.429 -1.643 0.076
-1.128 1.155 -0.025
-1.028 -0.310 -1.016
-0.213 -0.743 0.084
0.913 -0.105 -0.343
1.243 1.036 -0.097
0.531 -1.475 1.073
1.384 -0.157 -0.279
-0.363 0.713 -1.540
0.771 -0.421 1.499
0.742 -0.834 -1.382
-1.707 0.123 -0.221
1.090 -0.350 0.190
-0.464 0.026 -0.587
-0.697 -0.163 -0.356
0.461 -0.070 0.504
-0.020 -0.510 0.335
-0.086 -0.059 0.481
-0.058 0.048 0.007
-0.329 0.007 -0.505
0.036 0.100 -0.073
0.092 0.014 -0.065
-0.174 0.146 0.157
-0.072 0.059 -0.352
0.830 -0.094 0.877
-0.418 0.010 -0.542
-0.025 -0.059 -0.646
-0.154 0.099 0.802
0.140 0.555 0.191
0.339 0.252 0.180
-0.060 0.060 -0.180
-0.341 -0.167 -0.166
-0.040 -0.123 0.004
-0.109 -0.029 0.088
-0.098 -0.130 -0.105
-0.316 -0.106 -0.159
-0.638 0.146 -0.156
0.514 -0.224 0.485
0.570 0.064 0.343
-0.503 -0.009 -0.365
0.061 0.004 -0.620
-0.033 0.330 -0.388
0.034 0.040 0.050
0.057 -0.037 0.271
-0.052 0.092 0.075
-0.034 -0.134 0.002
0.117 0.051 0.072
0.092 -0.255 0.167
0.660 0.308 -0.416
-0.672 -0.225 0.585
-0.200 -0.431 0.277
0.237 0.412 -0.330
0.303 -0.295 -0.482
0.457 -0.130 -0.269
0.020 -0.021 0.072
-0.198 0.069 0.206
0.020 0.090 0.085
-0.074 0.066 -0.048
-0.024 -0.090 0.126
-0.365 0.057 0.080
0.244 -0.661 0.842
-0.515 0.442 -1.124
-0.089 0.262 -0.415
0.124 -0.268 0.442
0.393 0.333 0.423
0.451 0.020 0.342
0.002 -0.006 -0.059
-0.146 -0.046 -0.220
0.019 -0.113 -0.053
-0.101 -0.017 0.076
0.013 0.058 -0.151
-0.321 0.006 -0.140
-0.036 0.515 -0.668
-0.584 -1.004 0.208
0.470 -0.402 0.146
0.124 0.401 -0.212
0.658 0.082 0.061
0.452 0.318 0.117
-0.028 -0.005 0.039
-0.248 -0.107 -0.018
-0.102 0.069 -0.013
-0.051 -0.023 -0.102
-0.070 -0.065 0.085
-0.267 -0.234 -0.193
0.828 -0.408 0.404
-0.868 0.737 -0.240
-0.008 0.382 -0.070
0.167 -0.484 0.154
0.226 0.023 0.607
0.314 -0.088 0.351
0.010 0.074 -0.032
-0.138 0.046 -0.234
0.021 -0.036 -0.120
-0.055 -0.095 0.002
-0.046 0.127 -0.114
-0.323 0.008 -0.162

Summary:
Spin multiplicity: 1
Net charge: -1
Kohn-Sham gap in hartree: 0.23208

Here are the Mulliken charges for atoms 1 to 99, given in e: -0.95, -0.19, -0.32, -0.31, 0.42, -0.40, -0.25, 0.19, -0.02, 0.07, -0.47, 0.31, -0.49, -0.86, -0.10, -0.23, -0.08, -0.45, -0.49, -0.91, 0.21, 0.29, 0.26, 0.23, 0.09, 0.16, 0.18, 0.20, 0.20, 0.01, 0.06, 0.13, 0.25, 0.00, -0.03, 0.50, -0.66, 0.20, 0.19, 0.23, 0.16, 0.43, 0.36, 0.22, 0.24, 0.31, 0.27, -0.59, 0.46, -0.32, 0.11, -0.50, -0.12, 0.03, 0.01, 0.39, 0.32, -0.10, 0.36, -0.78, 0.26, -0.23, -0.10, -0.37, 0.47, 0.34, 0.08, 0.49, -0.19, -0.59, 0.52, -0.61, 0.59, -0.39, -0.58, -0.07, 0.30, 0.25, 0.39, 0.45, -0.17, 0.27, -0.43, -0.61, 0.50, -0.25, -0.48, -0.51, -0.47, 0.28, 0.33, 0.32, 0.27, 0.27, 0.29, -0.59, 0.57, -0.35, -0.45

No. 2
Density functional theory data (ωB97M-V/def2-TZVPD) for a cluster of 4 separate species, C3H13NO3 in total at a distorted geometry.

Atoms and positions in Å:
C -0.209 -2.958 -0.384
C 0.084 -1.487 -0.496
C -0.085 -0.763 0.680
N 0.635 0.323 1.033
H -1.105 -3.351 -0.874
H 0.636 -3.548 -0.759
H -0.330 -3.270 0.661
H -0.344 -1.014 -1.386
H -0.991 -1.039 1.222
H 0.427 0.851 1.866
H 0.924 0.962 0.302
O 0.397 1.293 -3.373
H 0.214 2.168 -3.739
H -0.492 0.944 -3.240
O 2.445 0.357 -1.456
H 3.003 0.220 -2.230
H 1.744 -0.292 -1.670
O -3.045 2.281 4.279
H -2.763 2.571 3.403
H -2.368 2.723 4.805

Atomic forces in eV per Å
-0.573 -0.582 0.281
-1.554 0.196 0.381
-0.055 -0.603 -1.216
-0.713 1.502 -0.034
-0.041 0.237 -0.382
-0.049 0.120 0.019
0.199 0.195 0.025
1.444 0.275 -0.400
1.124 -0.606 1.465
-0.521 -0.332 0.106
0.712 -0.435 -0.349
-0.503 0.244 -0.177
0.257 -0.064 0.025
0.101 -0.172 0.035
-0.169 -0.730 -0.518
0.287 0.425 0.097
0.052 0.324 0.647
0.583 0.400 -0.237
-0.391 -0.230 -0.212
-0.189 -0.164 0.443

Summary:
Structure (SMILES): C/C=C/N.O.O.O
Spin multiplicity: 1
Net charge: 0
Kohn-Sham gap in hartree: 0.28115

Atomic charges from the natural (NBO) analysis, expressed in e, are listed below: -0.63, -0.47, 0.09, -0.77, 0.19, 0.21, 0.20, 0.21, 0.20, 0.38, 0.40, -0.93, 0.47, 0.46, -0.96, 0.47, 0.48, -0.92, 0.46, 0.46